Below is 2 unconnected molecules or ions with the total composition C4H10O3 at a distorted geometry, with properties calculated with ωB97M-V/def2-TZVPD.

Summary:
- E_HOMO (eV) = 0.19
- energy (eV) = -10448.1128
- charge = -2
- relative energy (zero: lowest compared OMol25 entry of this formula, charge and spin) (kcal/mol) = 44.3
- 2S+1 = 1
- HOMO-LUMO gap (eV) = 6.81

Each atom is followed by the atoms it is bonded to, with distances in Å.
Element x y z (Å)
1 C -0.267 -0.531 -0.109  C2 1.500, C5 1.616, H7 1.197, H8 1.122
2 C 1.157 -0.793 -0.500  C1 1.500, C3 1.595, H9 1.093, H10 1.102
3 C 1.424 -2.046 -1.451  C2 1.595, O4 1.327, H11 1.114, H12 1.215
4 O 2.101 -2.004 -2.592  C3 1.327
5 C -0.828 0.905 0.378  C1 1.616, O6 1.411, H13 1.200, H14 1.126
6 O -1.401 0.824 1.665  C5 1.411, H15 1.068
7 H -0.750 -1.436 0.508  C1 1.197
8 H -0.919 -0.879 -0.952  C1 1.122
9 H 1.429 -0.105 -1.305  C2 1.093
10 H 1.752 -0.801 0.428  C2 1.102
11 H 1.754 -2.831 -0.733  C3 1.114
12 H 0.261 -2.335 -1.653  C3 1.215
13 H -0.006 1.775 0.285  C5 1.200
14 H -1.511 1.416 -0.357  C5 1.126
15 H -1.441 1.864 1.906  O6 1.068
16 H -1.854 3.650 2.299  O17 1.011
17 O -0.904 3.328 2.184  H16 1.011


Below is 2 unconnected molecules or ions with the total composition C4H10O3 at a distorted geometry, with properties calculated with ωB97M-V/def2-TZVPD.

Summary:
- E_HOMO (eV) = -0.17
- energy (eV) = -10449.1138
- charge = -2
- relative energy (zero: lowest compared OMol25 entry of this formula, charge and spin) (kcal/mol) = 21.2
- 2S+1 = 1
- HOMO-LUMO gap (eV) = 6.67

Each atom is followed by the atoms it is bonded to, with distances in Å.
Element x y z (Å)
1 C 1.675 2.275 -0.978  O2 1.346, C3 1.539, H7 1.128, H8 1.105
2 O 1.354 3.053 -2.029  C1 1.346
3 C 0.995 0.893 -0.965  C1 1.539, C4 1.556, H9 1.092, H10 1.099
4 C 0.992 0.113 0.381  C3 1.556, C5 1.507, H11 1.085, H12 1.085
5 C 0.265 -1.207 0.332  C4 1.507, O6 1.442, H13 1.062, H14 1.091
6 O -0.871 -1.266 1.218  C5 1.442, H15 0.969
7 H 1.402 2.775 -0.005  C1 1.128
8 H 2.749 2.039 -0.873  C1 1.105
9 H -0.031 0.901 -1.340  C3 1.092
10 H 1.497 0.218 -1.672  C3 1.099
11 H 0.478 0.776 1.068  C4 1.085
12 H 2.004 0.010 0.757  C4 1.085
13 H -0.031 -1.440 -0.662  C5 1.062
14 H 0.868 -2.076 0.596  C5 1.091
15 H -1.595 -1.724 0.766  O6 0.969
16 H -3.192 -3.789 1.946  O17 0.968
17 O -3.790 -3.113 1.595  H16 0.968


Below is 2 unconnected molecules or ions with the total composition C4H10O3 at a distorted geometry, with properties calculated with ωB97M-V/def2-TZVPD.

Summary:
- structure (SMILES) = CCCC(=O)O.O
- E_HOMO (eV) = -10.69
- energy (eV) = -10452.0680
- charge = 0
- relative energy (zero: lowest compared OMol25 entry of this formula, charge and spin) (kcal/mol) = 27.1
- 2S+1 = 1
- HOMO-LUMO gap (eV) = 11.51

Each atom is followed by the atoms it is bonded to, with distances in Å.
Element x y z (Å)
1 C -0.868 0.394 0.511  C2 1.586, H7 1.065, H8 1.071, H9 1.076
2 C 0.021 -0.066 -0.718  C1 1.586, C3 1.490, H10 1.138, H11 1.135
3 C -0.598 0.179 -2.051  C2 1.490, C4 1.533, H12 1.077, H13 1.157
4 C 0.634 0.151 -2.963  C3 1.533, O5 1.185, O6 1.434
5 O 1.785 0.049 -2.698  C4 1.185
6 O 0.196 0.487 -4.287  C4 1.434, H14 0.926
7 H -1.214 1.401 0.499  C1 1.065
8 H -0.347 0.171 1.420  C1 1.071
9 H -1.694 -0.296 0.525  C1 1.076
10 H 0.221 -1.181 -0.607  C2 1.138
11 H 1.025 0.458 -0.656  C2 1.135
12 H -1.445 -0.408 -2.364  C3 1.077
13 H -1.187 1.139 -2.313  C3 1.157
14 H 0.915 0.819 -4.766  O6 0.926
15 O 0.577 -1.310 6.667  H16 0.945, H17 0.902
16 H 0.908 -0.462 6.413  O15 0.945
17 H 1.071 -1.525 7.390  O15 0.902


Below is 2 unconnected molecules or ions with the total composition C4H10O3 at a distorted geometry, with properties calculated with ωB97M-V/def2-TZVPD.

Summary:
- structure (SMILES) = O=CCCCO.O
- E_HOMO (eV) = -9.75
- energy (eV) = -10451.7796
- charge = 0
- relative energy (zero: lowest compared OMol25 entry of this formula, charge and spin) (kcal/mol) = 33.8
- 2S+1 = 1
- HOMO-LUMO gap (eV) = 10.54

Each atom is followed by the atoms it is bonded to, with distances in Å.
Element x y z (Å)
1 O 0.572 0.468 -2.074  C2 1.207
2 C 0.786 -0.392 -1.255  O1 1.207, C3 1.499, H7 1.107
3 C 0.307 -0.330 0.164  C2 1.499, C4 1.524, H8 1.096, H9 1.087
4 C 0.527 1.041 0.793  C3 1.524, C5 1.519, H10 1.099, H11 1.093
5 C -0.307 1.312 2.033  C4 1.519, O6 1.406, H12 1.097, H13 1.097
6 O -1.673 1.502 1.756  C5 1.406, H14 0.959
7 H 1.306 -1.284 -1.654  C2 1.107
8 H -0.768 -0.546 0.172  C3 1.096
9 H 0.771 -1.124 0.742  C3 1.087
10 H 1.581 1.175 1.073  C4 1.099
11 H 0.378 1.839 0.060  C4 1.093
12 H 0.117 2.170 2.569  C5 1.097
13 H -0.221 0.483 2.746  C5 1.097
14 H -1.848 2.403 1.480  O6 0.959
15 O -0.789 -2.621 -2.834  H16 0.962, H17 0.960
16 H -0.667 -3.260 -3.542  O15 0.962
17 H -0.073 -2.834 -2.230  O15 0.960


The lowest energy belongs to which entry?
number 3


What did the third record say?
Below is 2 unconnected molecules or ions with the total composition C4H10O3 at a distorted geometry, with properties calculated with ωB97M-V/def2-TZVPD.

Summary:
- structure (SMILES) = CCCC(=O)O.O
- E_HOMO (eV) = -10.69
- energy (eV) = -10452.0680
- charge = 0
- relative energy (zero: lowest compared OMol25 entry of this formula, charge and spin) (kcal/mol) = 27.1
- 2S+1 = 1
- HOMO-LUMO gap (eV) = 11.51

Each atom is followed by the atoms it is bonded to, with distances in Å.
Element x y z (Å)
1 C -0.868 0.394 0.511  C2 1.586, H7 1.065, H8 1.071, H9 1.076
2 C 0.021 -0.066 -0.718  C1 1.586, C3 1.490, H10 1.138, H11 1.135
3 C -0.598 0.179 -2.051  C2 1.490, C4 1.533, H12 1.077, H13 1.157
4 C 0.634 0.151 -2.963  C3 1.533, O5 1.185, O6 1.434
5 O 1.785 0.049 -2.698  C4 1.185
6 O 0.196 0.487 -4.287  C4 1.434, H14 0.926
7 H -1.214 1.401 0.499  C1 1.065
8 H -0.347 0.171 1.420  C1 1.071
9 H -1.694 -0.296 0.525  C1 1.076
10 H 0.221 -1.181 -0.607  C2 1.138
11 H 1.025 0.458 -0.656  C2 1.135
12 H -1.445 -0.408 -2.364  C3 1.077
13 H -1.187 1.139 -2.313  C3 1.157
14 H 0.915 0.819 -4.766  O6 0.926
15 O 0.577 -1.310 6.667  H16 0.945, H17 0.902
16 H 0.908 -0.462 6.413  O15 0.945
17 H 1.071 -1.525 7.390  O15 0.902


Copy entry 1 word for word.
Below is 2 unconnected molecules or ions with the total composition C4H10O3 at a distorted geometry, with properties calculated with ωB97M-V/def2-TZVPD.

Summary:
- E_HOMO (eV) = 0.19
- energy (eV) = -10448.1128
- charge = -2
- relative energy (zero: lowest compared OMol25 entry of this formula, charge and spin) (kcal/mol) = 44.3
- 2S+1 = 1
- HOMO-LUMO gap (eV) = 6.81

Each atom is followed by the atoms it is bonded to, with distances in Å.
Element x y z (Å)
1 C -0.267 -0.531 -0.109  C2 1.500, C5 1.616, H7 1.197, H8 1.122
2 C 1.157 -0.793 -0.500  C1 1.500, C3 1.595, H9 1.093, H10 1.102
3 C 1.424 -2.046 -1.451  C2 1.595, O4 1.327, H11 1.114, H12 1.215
4 O 2.101 -2.004 -2.592  C3 1.327
5 C -0.828 0.905 0.378  C1 1.616, O6 1.411, H13 1.200, H14 1.126
6 O -1.401 0.824 1.665  C5 1.411, H15 1.068
7 H -0.750 -1.436 0.508  C1 1.197
8 H -0.919 -0.879 -0.952  C1 1.122
9 H 1.429 -0.105 -1.305  C2 1.093
10 H 1.752 -0.801 0.428  C2 1.102
11 H 1.754 -2.831 -0.733  C3 1.114
12 H 0.261 -2.335 -1.653  C3 1.215
13 H -0.006 1.775 0.285  C5 1.200
14 H -1.511 1.416 -0.357  C5 1.126
15 H -1.441 1.864 1.906  O6 1.068
16 H -1.854 3.650 2.299  O17 1.011
17 O -0.904 3.328 2.184  H16 1.011